No. 1
31
Properties=species:S:1:pos:R:3:forces:R:3:lowdin_charge:R:1 method="wB97M-V/def2-TZVPD" e_lumo_ev=-10.56 charge=+3 e_homo_ev=-13.3392 homo_lumo_gap_ev=2.78
Ba 4.93792 -6.36223 6.06696 -0.2 0.2 0.0 1.994
Ba 4.35003 5.96197 -4.06866 -0.3 -0.2 0.4 1.981
O 2.65167 -1.48420 4.00665 -1.7 3.1 -2.8 0.021
C 2.08196 -0.56695 3.33805 0.0 -1.9 3.1 -0.337
O 2.41589 -0.01523 2.21626 1.1 0.1 -0.5 0.228
B 1.54057 1.14447 1.87391 -0.5 -0.5 -0.5 -0.827
O 0.40844 1.02157 2.76711 0.1 -0.8 1.3 0.230
C 0.71218 0.16148 3.77654 -0.9 -1.2 1.4 -0.299
O 0.07098 -0.11193 4.78709 1.6 1.1 -2.9 0.131
O 1.22997 1.09456 0.39149 -0.3 0.8 -0.7 0.219
C 1.49764 2.28462 -0.16689 -0.8 -0.2 -3.0 -0.323
O 1.40946 2.69253 -1.36535 0.1 -2.1 4.1 0.044
C 2.13362 3.09234 0.92420 2.2 2.2 -2.4 -0.434
O 2.17288 2.46174 2.03048 0.1 -0.5 1.5 0.278
O 2.77047 4.07907 0.58190 -0.6 -0.1 1.1 0.093
Br 2.88611 -2.97369 -3.40256 0.1 -0.4 0.4 0.567
C 1.79192 -4.04737 -2.14736 1.6 0.1 0.6 -0.690
C 0.40452 -3.55159 -2.25953 -0.8 -0.5 -1.9 -0.624
Br -0.27225 -4.13993 -4.08808 0.0 0.3 1.0 0.536
H 2.19139 -3.84513 -1.15357 0.0 0.5 0.1 0.052
H 2.06384 -5.09216 -2.29760 -0.7 0.1 -0.6 0.058
H 0.45823 -2.46549 -2.33451 -0.5 -0.2 0.3 0.038
H -0.32969 -3.95262 -1.56080 0.3 0.2 0.0 0.063
Br -4.02269 3.45384 0.23161 0.3 -0.2 0.5 0.625
C -4.31318 1.69133 -0.56209 0.7 0.5 -0.8 -0.698
C -5.57660 1.88079 -1.32902 -1.1 -0.1 -0.3 -0.740
Br -5.92781 0.26801 -2.41629 0.0 0.5 0.3 0.595
H -4.24227 0.86340 0.14333 -0.4 0.4 0.2 0.070
H -3.50636 1.58658 -1.28747 0.1 -0.1 0.2 0.046
H -5.53094 2.76336 -1.96705 0.4 -0.4 -0.4 0.044
H -6.45788 2.10687 -0.72873 0.1 -0.6 0.3 0.058

---

No. 2
94
Properties=species:S:1:pos:R:3:forces:R:3:lowdin_charge:R:1 method="wB97M-V/def2-TZVPD" e_lumo_ev="-2.52 / -8.22" charge=+1 e_homo_ev="-10.5756 / -10.5756" homo_lumo_gap_ev="8.05 / 2.35" spin_multiplicity=2
C -1.06498 -0.40581 0.71990 0.9 0.5 -0.9 -0.008
C -0.40629 0.94176 0.25667 -0.9 0.4 0.6 -0.469
C 0.81793 0.92098 -0.59978 1.2 -2.0 0.6 -0.048
O -1.43247 1.62972 -0.43239 -1.1 0.2 -0.3 -0.067
H -0.74971 -1.19479 0.03710 0.4 -0.2 0.3 0.046
H -2.14730 -0.41336 0.59092 0.0 0.6 0.2 0.080
H -0.80727 -0.63391 1.75414 0.1 -0.2 -0.2 0.076
H -0.12433 1.52111 1.13585 -0.2 0.1 0.5 0.120
H 1.37611 1.85268 -0.69178 -0.7 0.3 -0.5 0.072
H 0.64039 0.32917 -1.49774 0.0 0.6 -0.4 0.077
H 1.56884 0.32086 -0.08592 0.1 -0.3 0.2 0.063
H -1.13028 2.47171 -0.78075 0.4 0.1 0.0 0.063
C 2.21226 -5.72371 6.33462 0.3 0.0 0.0 -0.114
O 2.30059 -5.58837 4.93911 -1.4 0.9 -0.9 -0.186
C 1.55554 -4.49238 4.38933 0.9 0.5 -1.1 -0.218
C 2.37501 -3.92546 3.22765 -0.5 0.7 -0.5 -0.185
N 1.75825 -2.65200 2.68550 0.4 -1.1 0.3 -0.063
C 2.27560 -2.32925 1.35990 0.5 -1.6 -0.6 -0.203
C 1.94166 -3.35437 0.19454 0.6 2.7 0.8 -0.160
O 2.78499 -2.78993 -0.85947 -2.3 0.0 0.8 -0.194
C 2.31895 -3.32527 -2.07392 1.9 -0.5 -1.3 -0.126
H 3.00614 -5.09460 6.73721 0.1 -0.2 0.6 0.087
H 2.35700 -6.78372 6.54324 0.2 0.2 0.3 0.090
H 1.26302 -5.40832 6.76770 -0.2 0.0 -0.2 0.084
H 1.38667 -3.62189 5.02323 0.1 -0.3 0.9 0.115
H 0.58449 -4.74576 3.96397 -0.2 -0.6 0.3 0.119
H 2.40582 -4.65480 2.41820 0.2 0.0 0.1 0.103
H 3.38546 -3.70405 3.57124 0.2 -0.3 0.0 0.121
H 2.14742 -1.93523 3.28122 -0.4 0.3 0.2 0.095
H 3.36522 -2.33754 1.33216 0.4 0.0 0.2 0.111
H 2.02424 -1.30579 1.08164 -0.5 -0.3 -0.1 0.085
H 0.88245 -3.28353 -0.05279 -0.1 0.1 -0.3 0.087
H 2.14256 -4.40904 0.38273 0.4 0.1 0.1 0.112
H 1.25097 -3.51450 -2.18208 0.1 -0.5 0.6 0.069
H 3.04551 -4.12806 -2.19941 -1.0 -1.3 -0.5 0.095
H 2.56610 -2.77229 -2.98013 0.1 1.1 0.4 0.079
C 1.23306 4.62201 -1.77224 0.8 1.3 0.6 -0.073
O 0.55502 4.46900 -0.52649 0.5 0.5 1.7 -0.189
C 1.11903 5.19915 0.60822 -0.2 -1.4 -2.3 -0.113
C 1.12693 6.75681 0.39442 -0.4 -1.9 -0.5 -0.108
N -0.06775 7.24310 0.98084 2.7 2.3 3.7 0.195
C 0.22216 8.41794 1.86990 -2.1 0.8 0.3 -0.101
C -0.71993 8.43121 3.05588 -0.5 -0.3 1.1 -0.193
O -0.37312 7.31914 3.91119 1.0 0.0 -2.5 -0.191
C -0.96579 7.26445 5.15781 -2.0 0.7 0.8 -0.109
H 2.26878 4.93682 -1.64467 0.5 -0.5 0.5 0.092
H 0.84624 5.53904 -2.21668 -0.6 -0.5 -0.9 0.088
H 1.23029 3.70230 -2.35724 -0.7 0.3 -0.1 0.085
H 2.10320 4.78583 0.82884 0.6 0.5 -0.4 0.141
H 0.57927 4.83484 1.48230 -0.6 0.6 0.0 0.134
H 1.03674 7.07289 -0.64484 0.6 -0.6 -0.6 0.152
H 2.01412 7.22037 0.82582 -0.2 0.2 0.0 0.144
H -0.55623 6.62034 1.60826 -1.2 -0.9 -0.6 0.149
H 0.10216 9.34885 1.31572 -0.3 0.0 -0.4 0.152
H 1.20345 8.55500 2.32419 0.6 -1.1 -0.6 0.150
H -1.78321 8.40614 2.81731 -0.2 -0.4 -0.5 0.135
H -0.64868 9.39912 3.55202 0.5 0.1 0.3 0.137
H -2.02201 7.52023 5.07358 -0.3 0.8 -0.1 0.090
H -0.48199 7.97543 5.82755 0.0 -0.4 0.4 0.104
H -1.13893 6.26022 5.54465 1.3 -0.2 -0.1 0.102
C 0.77600 0.86528 -4.32316 1.2 -1.6 -1.2 -0.063
C -0.63284 1.14894 -4.65695 -2.2 0.5 2.2 -0.434
C -1.64583 0.29883 -3.92440 0.4 -2.6 -0.6 -0.250
O -2.89282 0.44517 -4.50690 -2.2 0.3 -0.4 -0.160
C -3.88967 -0.22820 -3.73676 -0.2 -0.4 0.3 -0.089
N -0.90689 2.46002 -4.17707 -0.3 4.7 -1.2 0.027
H 1.43577 1.22882 -5.11097 0.1 0.7 0.2 0.084
H 0.92422 -0.20655 -4.45472 0.2 -0.4 0.6 0.078
H 1.08538 1.21232 -3.33728 -0.2 -0.1 -0.3 0.054
H -0.90212 1.15170 -5.71316 0.4 -0.6 -0.1 0.155
H -1.80029 0.38177 -2.84858 0.9 0.7 0.3 0.114
H -1.34470 -0.73278 -4.10667 0.1 -0.6 0.2 0.115
H -4.12902 0.26198 -2.79308 0.5 0.4 0.3 0.089
H -3.59390 -1.25070 -3.50199 0.3 -0.1 0.0 0.070
H -4.87862 -0.35089 -4.17834 0.4 0.5 -1.0 0.090
H -1.63812 2.75812 -3.54736 -0.2 -1.7 1.0 0.078
H -1.31207 2.96638 -4.95137 0.6 0.6 -0.6 0.073
C -0.77243 -7.11481 -1.05735 0.3 0.5 -0.9 -0.063
C -1.60957 -5.81234 -0.93820 0.0 -1.3 0.7 -0.400
C -2.05461 -5.22628 -2.29552 -1.9 -1.4 -0.1 -0.204
O -2.71137 -3.98973 -2.26324 1.0 2.1 0.7 -0.173
C -1.82303 -2.93061 -1.92011 -0.5 0.0 0.6 -0.112
N -2.72514 -6.29168 -0.09475 -1.1 0.7 -0.2 0.017
H -1.22353 -7.81068 -1.76473 -0.3 0.3 -0.3 0.078
H -0.75748 -7.73423 -0.16058 0.2 0.6 0.4 0.072
H 0.23585 -6.92055 -1.42304 0.2 -0.1 0.2 0.067
H -1.16712 -5.05417 -0.29203 1.0 0.2 -0.6 0.108
H -2.94394 -5.74778 -2.64941 0.3 -1.4 0.2 0.133
H -1.37649 -5.31449 -3.14432 0.8 0.3 0.4 0.128
H -1.02136 -2.80753 -2.64831 0.1 0.0 -0.2 0.083
H -1.39993 -3.09785 -0.92960 0.3 -0.2 0.0 0.054
H -2.36558 -1.99490 -1.78533 -0.2 -0.1 -0.5 0.071
H -2.35360 -6.40751 0.83726 0.4 -0.5 0.2 0.066
H -3.34449 -5.51559 0.09009 -0.6 0.3 -0.4 0.065

---

No. 3
17
Properties=species:S:1:pos:R:3:forces:R:3:lowdin_charge:R:1 method="wB97M-V/def2-TZVPD" e_lumo_ev=0.93 e_homo_ev=-8.2773 homo_lumo_gap_ev=9.21 relative_energy_ev=0.694
C 2.22588 -0.15154 -0.95247 0.1 0.1 0.0 -0.054
C -2.19569 0.91074 0.10917 -0.3 -1.0 0.1 -0.048
C 0.98480 -0.13453 -0.09600 -0.3 -0.4 -1.2 -0.413
C -1.45335 -0.45169 0.13767 -0.1 1.3 1.2 -0.437
N 1.19305 0.09440 1.25233 0.0 0.4 0.4 0.101
C -0.21352 -0.39463 -0.65492 0.5 -0.8 0.2 -0.077
N -1.81686 -1.36250 0.96592 0.2 0.5 -1.0 0.127
H 0.35759 0.31371 1.79097 0.3 -0.1 -0.2 0.091
H 1.96376 0.72500 1.45830 -0.3 -0.3 -0.1 0.095
H -1.20287 -2.18166 0.87962 0.0 0.3 0.0 0.057
H -0.32650 -0.56820 -1.71848 0.3 0.0 0.0 0.108
H 2.66505 0.85063 -1.00403 0.1 -0.1 0.0 0.078
H 2.01947 -0.48122 -1.97580 -0.1 0.1 0.3 0.077
H 2.97314 -0.83464 -0.53295 -0.1 0.1 0.0 0.082
H -1.70405 1.66551 -0.50803 0.0 -0.3 0.1 0.069
H -2.27356 1.27881 1.13547 -0.2 0.0 -0.1 0.072
H -3.19634 0.72183 -0.28678 -0.1 0.3 0.2 0.071

---

No. 4
12
Properties=species:S:1:pos:R:3:forces:R:3:lowdin_charge:R:1 method="wB97M-V/def2-TZVPD" e_lumo_ev="0.76 / -2.24" e_homo_ev="-9.6421 / -9.2644" homo_lumo_gap_ev="10.40 / 7.03" spin_multiplicity=2 relative_energy_ev=0.799
C 2.49561 0.24758 -1.67823 -3.7 -0.9 -2.8 -0.517
S 1.44158 -0.56279 -0.39841 0.5 0.2 -0.9 0.585
H 2.76768 -0.41779 -2.58226 -0.5 0.9 1.6 0.052
H 3.31582 0.45984 -1.11135 2.5 1.3 1.1 -0.048
H 1.89048 1.16435 -2.08120 1.5 -1.5 0.9 0.066
O -2.34721 0.41652 2.82007 1.2 -0.3 -1.5 0.027
C -1.56452 0.28645 1.88481 -0.5 1.4 1.6 -0.325
C -1.82459 -0.37498 0.60831 -0.8 -1.2 -2.7 -0.105
H -0.50313 0.65415 1.94706 -0.6 0.0 0.3 0.108
H -2.18706 0.11451 -0.36105 0.7 0.5 1.7 0.118
H -0.89037 -0.84871 0.28743 -0.3 -0.1 0.1 -0.041
H -2.59427 -1.13912 0.66482 0.0 -0.3 0.6 0.079